The following is a quantum chemistry calculation of a 2-piece molecular cluster, C3H4O3 overall at a distorted geometry, from OMol25.

For the HOMO-LUMO gap (alpha / beta), the calculation gives 0.284 / 0.338 Ha. As for the max |F|: 4.80 eV/A. As for the LUMO energy (alpha / beta): -0.0194 / 0.0079 hartree. The value obtained for the highest occupied orbital energy (alpha / beta) is -8.27 / -8.97 eV. The total charge is 0.

Element x y z (Å)
H: 2.86456 -1.23837 0.73581
C: -1.18284 1.12118 0.11577
O: -2.12936 -1.07358 -0.28621
H: -2.09781 -1.63098 -1.09117
H: -0.23978 1.39785 0.56018
O: 2.20816 1.11372 -0.07266
O: 2.12713 -1.18283 0.17743
C: -1.19235 -0.16180 -0.22572
C: 1.66895 0.01617 -0.11577
H: -2.02666 1.63864 0.20235

Atomic partial charges in e from the Mulliken method, atoms 1 to 2:
1 H 0.295
2 C -0.534

The following is a quantum chemistry calculation of one molecule with the formula C3H4O3 at a distorted geometry, from OMol25.

For the HOMO-LUMO gap, the calculation gives 0.334 Ha. As for the max |F|: 5.07 eV/A. As for the LUMO energy: 0.0152 hartree. The value obtained for the highest occupied orbital energy is -8.67 eV. The total charge is 0. The SMILES is O=C/C(O)=C/O.

Element x y z (Å)
O: -0.20876 2.28549 0.09261
H: 0.08862 3.03101 -0.47184
H: 0.51211 -1.55738 -1.35233
O: -0.56233 -0.31405 1.53310
C: -0.17434 -0.10718 0.27465
C: -0.04109 1.04892 -0.30835
C: 0.21492 -1.47080 -0.38515
O: 0.22532 -2.40758 0.38087
H: -0.39898 -1.27685 1.57438
H: 0.34452 0.76841 -1.33795

Atomic partial charges in e from the Mulliken method, atoms 1 to 2:
1 O -0.489
2 H 0.364

The following is a quantum chemistry calculation of a 2-piece molecular cluster, C3H4O3 overall at a distorted geometry, from OMol25.

For the HOMO-LUMO gap (alpha / beta), the calculation gives 0.344 / 0.345 Ha. As for the max |F|: 4.61 eV/A. As for the LUMO energy (alpha / beta): -0.0415 / -0.0415 hartree. The value obtained for the highest occupied orbital energy (alpha / beta) is -10.50 / -10.52 eV. The total charge is 0.

Element x y z (Å)
H: -1.02646 0.63806 -0.77448
H: 0.80455 -2.24935 1.10257
H: -0.54419 0.94362 1.06253
C: 2.37902 0.28128 -0.10352
C: 1.01026 -0.00777 -0.22166
O: 3.37760 0.56788 0.49821
O: 0.94872 -2.14588 0.14361
C: -0.17793 0.93074 -0.04968
O: 1.87976 0.02876 -1.34647
H: 0.11210 1.85939 -0.38589

Atomic partial charges in e from the Mulliken method, atoms 1 to 2:
1 H 0.263
2 H 0.279

The following is a quantum chemistry calculation of one molecule with the formula C3H4O3, from OMol25.

For the HOMO-LUMO gap, the calculation gives 0.339 Ha. As for the max |F|: 0.59 eV/A. As for the LUMO energy: -0.0220 hartree. The value obtained for the highest occupied orbital energy is -9.82 eV. The total charge is 0. The SMILES is O=CC(=O)CO.

Element x y z (Å)
C: 0.88605 -0.18713 0.57679
H: 1.46741 0.43555 1.26947
H: -2.28159 0.51001 -0.88124
H: 1.78120 0.50322 -1.00330
O: 1.51148 -0.36223 -0.67354
O: -0.89768 1.35166 1.11292
C: -1.42937 -0.15208 -0.62632
O: -1.28868 -1.25708 -1.08149
H: 0.77653 -1.18490 1.01464
C: -0.49184 0.43675 0.43238

Atomic partial charges in e from the Mulliken method, atoms 1 to 2:
1 C -0.418
2 H 0.300

The following is a quantum chemistry calculation of C3H4O3Pr as an isolated structure at a distorted geometry, from OMol25.

For the HOMO-LUMO gap (alpha / beta), the calculation gives 0.251 / 0.259 Ha. As for the max |F|: 2.15 eV/A. As for the LUMO energy (alpha / beta): -0.2050 / -0.1974 hartree. As for the spin multiplicity: 3. The value obtained for the highest occupied orbital energy (alpha / beta) is -12.41 / -12.43 eV. The total charge is +1. The expectation value of S² is 2.0331.

Element x y z (Å)
O: 0.47309 -0.36668 0.44087
H: -0.32523 1.58653 0.72524
C: -1.92087 0.37076 -1.37446
H: 0.18130 -2.67119 2.00612
H: 2.15422 0.93851 0.62222
O: -0.65903 0.99446 -1.24223
H: 1.87291 0.24378 -1.08590
O: -2.13884 -0.46930 -0.47133
C: 1.45872 0.55915 -0.12699
Pr: -1.15474 -2.13619 0.58220
C: 0.05848 0.95017 -0.07576

Atomic partial charges in e from the Mulliken method, atoms 1 to 2:
1 O -0.449
2 H 0.384

The following is a quantum chemistry calculation of C3H4O3Pr as an isolated structure at a distorted geometry, from OMol25.

For the HOMO-LUMO gap (alpha / beta), the calculation gives 0.262 / 0.264 Ha. As for the max |F|: 3.67 eV/A. As for the LUMO energy (alpha / beta): -0.1884 / -0.1859 hartree. As for the spin multiplicity: 3. The value obtained for the highest occupied orbital energy (alpha / beta) is -12.25 / -12.23 eV. The total charge is +1. The expectation value of S² is 2.0067.

Element x y z (Å)
C: -0.32907 0.36530 1.30679
H: 1.48349 -0.99622 0.14244
H: 0.60452 -0.89708 -2.19605
H: -0.36782 0.91113 3.17921
O: -1.13383 0.13312 -1.71128
O: 0.23512 0.56749 2.50258
C: -0.14094 -0.77238 -1.38159
H: -0.52385 -1.79246 -1.16267
Pr: -1.37399 1.84024 -0.41495
O: 0.90449 0.98562 -0.11697
C: 0.64188 -0.34476 -0.14752

Atomic partial charges in e from the Mulliken method, atoms 1 to 2:
1 C -0.144
2 H 0.408

The following is a quantum chemistry calculation of C3H4O3S as an isolated structure at a distorted geometry, from OMol25.

For the HOMO-LUMO gap, the calculation gives 0.393 Ha. As for the max |F|: 4.40 eV/A. As for the LUMO energy: 0.0257 hartree. The value obtained for the highest occupied orbital energy is -10.01 eV. The total charge is 0.

Element x y z (Å)
O: 0.86286 -0.44193 1.11477
C: -1.18345 0.23214 0.25839
H: -0.61759 0.23411 -1.83091
C: -0.23144 0.54793 -0.85494
O: 2.42776 0.05795 -0.75229
C: -0.43548 -0.14954 1.32563
S: 1.19066 -0.51971 -0.43801
H: -2.15639 0.67043 0.55450
H: -0.82715 -0.32185 2.23411
O: 0.95919 -1.87186 -0.88156
H: 0.01104 1.56233 -0.72969

Atomic partial charges in e from the Mulliken method, atoms 1 to 2:
1 O -0.343
2 C -0.368

The following is a quantum chemistry calculation of C3H4O3Sm as an isolated structure at a distorted geometry, from OMol25.

For the HOMO-LUMO gap (alpha / beta), the calculation gives 0.342 / 0.329 Ha. As for the max |F|: 3.49 eV/A. As for the LUMO energy (alpha / beta): -0.4883 / -0.5926 hartree. As for the spin multiplicity: 8. The value obtained for the highest occupied orbital energy (alpha / beta) is -22.58 / -25.09 eV. The total charge is +3. The expectation value of S² is 15.7607.

Element x y z (Å)
C: -1.10892 -0.94384 -0.44798
H: 2.13302 0.97190 -0.13562
Sm: -2.11489 -3.67726 -3.02632
H: 1.30304 2.40151 0.71631
C: 0.15184 0.68486 0.54644
O: -0.15699 0.04290 -0.54005
H: -0.65989 1.03877 1.20570
O: -1.39323 -1.23009 0.76942
H: 1.80114 1.02263 1.65813
O: -1.39795 -1.62390 -1.38975
C: 1.44283 1.31252 0.64373

Atomic partial charges in e from the Mulliken method, atoms 1 to 2:
1 C 0.658
2 H 0.325